Model P:
Formula: C5H9N
Source: OMol25
Level of theory: wB97M-V/def2-TZVPD

As for the net charge: +1. The calculation puts the gap between HOMO and LUMO (spin up / spin down) at 9.84 / 6.95 eV. The expectation value of S² is 0.76. As for the spin multiplicity: 2.

Last columns: bonded neighbours and bond lengths (Å).
CARTESIAN COORDINATES (ANGSTROEM)
1 C -1.865 -0.859 -1.793  C2 1.614, H7 1.152, H8 1.081, H9 1.094
2 C -0.941 -1.218 -0.520  C1 1.614, C3 1.593, H10 1.139, H11 1.150
3 C -0.261 0.124 0.004  C2 1.593, C4 1.389, H12 1.073
4 C 0.627 0.348 1.048  C3 1.389, N5 1.523, H13 1.091
5 N 1.486 1.598 0.904  C4 1.523, C6 1.339
6 C 2.473 1.837 1.778  N5 1.339, H14 1.084, H15 1.136
7 H -1.311 -0.053 -2.402  C1 1.152
8 H -1.968 -1.692 -2.474  C1 1.081
9 H -2.879 -0.734 -1.403  C1 1.094
10 H -1.624 -1.521 0.340  C2 1.139
11 H -0.312 -2.160 -0.718  C2 1.150
12 H -0.058 0.802 -0.803  C3 1.073
13 H 0.656 -0.018 2.075  C4 1.091
14 H 3.209 2.600 1.549  C6 1.084
15 H 2.768 0.944 2.414  C6 1.136

Model Q:
Formula: C5H9N
Source: OMol25
Level of theory: wB97M-V/def2-TZVPD

As for the net charge: +1. The calculation puts the gap between HOMO and LUMO (spin up / spin down) at 8.63 / 7.98 eV. The expectation value of S² is 0.78. As for the spin multiplicity: 2.

Last columns: bonded neighbours and bond lengths (Å).
CARTESIAN COORDINATES (ANGSTROEM)
1 N 1.004 2.682 -0.203  C2 1.330, H7 1.004, H8 1.012
2 C 0.365 1.605 -0.651  N1 1.330, C3 1.386, H9 1.094
3 C 0.887 0.321 -0.661  C2 1.386, C4 1.435, H10 1.087
4 C -0.037 -0.761 -0.846  C3 1.435, C5 1.359, H11 1.088
5 C -0.102 -1.765 0.067  C4 1.359, C6 1.496, H12 1.086
6 C -1.244 -1.871 1.028  C5 1.496, H13 1.093, H14 1.096, H15 1.090
7 H 0.542 3.459 0.234  N1 1.004
8 H 2.011 2.775 -0.213  N1 1.012
9 H -0.644 1.781 -1.033  C2 1.094
10 H 1.970 0.245 -0.715  C3 1.087
11 H -0.972 -0.444 -1.303  C4 1.088
12 H 0.742 -2.410 0.295  C5 1.086
13 H -1.929 -1.020 1.060  C6 1.093
14 H -1.849 -2.781 0.945  C6 1.096
15 H -0.746 -1.816 1.996  C6 1.090

Stability ranking, top and bottom: model Q is the most stable and model P is the least stable.

Model P:
Formula: CH10N3O2
Source: OMol25
Level of theory: wB97M-V/def2-TZVPD

As for the net charge: +1. The calculation puts the gap between HOMO and LUMO at 12.19 eV.

Last columns: bonded neighbours and bond lengths (Å).
CARTESIAN COORDINATES (ANGSTROEM)
1 N -0.877 -0.026 1.371  C2 1.370, H5 1.015, H6 1.016
2 C -0.039 1.043 1.188  N1 1.370, N3 1.334, N4 1.369
3 N 1.008 0.984 0.364  C2 1.334, H7 1.028, H8 1.026
4 N -0.271 2.170 1.931  C2 1.369, H9 1.035, H10 1.036
5 H -0.637 -0.818 0.782  N1 1.015
6 H -1.725 0.262 1.850  N1 1.016
7 H 1.367 1.853 -0.050  N3 1.028
8 H 1.275 0.053 0.022  N3 1.026
9 H -0.567 2.017 2.910  N4 1.035
10 H 0.485 2.877 1.887  N4 1.036
11 H 0.306 -1.633 -1.453  O13 0.934
12 H -0.708 -2.067 -0.515  O13 0.985
13 O 0.183 -1.648 -0.526  H11 0.934, H12 0.985
14 H 0.797 -2.034 -3.622  O16 0.947
15 H -0.673 -1.940 -4.081  O16 1.055
16 O -0.021 -1.693 -3.289  H14 0.947, H15 1.055

Model Q:
Formula: CH10N3O2
Source: OMol25
Level of theory: wB97M-V/def2-TZVPD

As for the net charge: +1. The calculation puts the gap between HOMO and LUMO at 12.39 eV.

Last columns: bonded neighbours and bond lengths (Å).
CARTESIAN COORDINATES (ANGSTROEM)
1 N -0.298 0.404 1.167  C2 1.328, H5 1.011, H6 1.004
2 C -1.338 0.446 0.341  N1 1.328, N3 1.318, N4 1.363
3 N -1.539 -0.542 -0.508  C2 1.318, H7 0.998, H8 1.020
4 N -2.233 1.469 0.436  C2 1.363, H9 1.004, H10 1.012
5 H 0.453 -0.200 0.864  N1 1.011
6 H -0.117 1.203 1.748  N1 1.004
7 H -2.189 -0.729 -1.241  N3 0.998
8 H -0.730 -1.148 -0.645  N3 1.020
9 H -2.354 1.855 1.355  N4 1.004
10 H -3.103 1.242 -0.029  N4 1.012
11 H 1.786 -1.293 -0.592  O13 0.952
12 H 1.507 -2.611 0.102  O13 0.965
13 O 1.109 -1.759 -0.113  H11 0.952, H12 0.965
14 H 3.196 1.262 -0.925  O16 0.968
15 H 3.879 0.024 -1.561  O16 0.964
16 O 3.163 0.296 -0.976  H14 0.968, H15 0.964

Stability ranking, top and bottom: model Q is the most stable and model P is the least stable.

Model P:
Formula: C2H2N2OS
Source: OMol25
Level of theory: wB97M-V/def2-TZVPD

The calculation puts the gap between HOMO and LUMO (spin up / spin down) at 8.15 / 8.15 eV.

Last columns: bonded neighbours and bond lengths (Å).
CARTESIAN COORDINATES (ANGSTROEM)
1 C -0.355 -0.971 -0.124  C2 1.286, N3 1.372, H7 1.064
2 C 0.527 -0.080 -0.409  C1 1.286, N4 1.196
3 N -1.508 -0.726 0.579  C1 1.372, S6 1.525
4 N 1.323 0.598 -0.988  C2 1.196, H8 1.065
5 O -0.485 1.556 0.912  S6 1.495
6 S -1.552 0.598 1.334  N3 1.525, O5 1.495
7 H -0.217 -1.832 -0.734  C1 1.064
8 H 2.268 0.856 -0.570  N4 1.065

Model Q:
Formula: C2H2N2OS
Source: OMol25
Level of theory: wB97M-V/def2-TZVPD

The calculation puts the gap between HOMO and LUMO at 9.24 eV. The structure (SMILES) is C#[N+][S-].N=C=O.

Last columns: bonded neighbours and bond lengths (Å).
CARTESIAN COORDINATES (ANGSTROEM)
1 C 1.369 -1.582 0.464  N3 1.150, H7 1.105
2 C -2.010 0.642 -0.376  N4 1.190, O5 1.131
3 N 1.842 -0.540 0.352  C1 1.150, S6 1.505
4 N -0.914 1.103 -0.325  C2 1.190, H8 0.988
5 O -3.016 0.125 -0.380  C2 1.131
6 S 2.312 0.881 0.199  N3 1.505
7 H 0.611 -2.371 0.613  C1 1.105
8 H -0.195 1.742 -0.547  N4 0.988

Stability ranking, top and bottom: model Q is the most stable and model P is the least stable.

Model P:
Formula: C2H2N2OS
Source: OMol25
Level of theory: wB97M-V/def2-TZVPD

The calculation puts the gap between HOMO and LUMO at 9.36 eV.

Last columns: bonded neighbours and bond lengths (Å).
CARTESIAN COORDINATES (ANGSTROEM)
1 C -0.620 -0.626 -0.352  N3 1.168, H7 1.040
2 C 1.775 -0.632 0.193  O5 1.142, S6 1.580
3 N -1.117 0.367 0.011  C1 1.168, N4 1.196
4 N -1.515 1.472 0.239  N3 1.196, H8 1.009
5 O 1.974 -1.757 0.202  C2 1.142
6 S 2.147 0.891 -0.004  C2 1.580
7 H -0.377 -1.177 -1.199  C1 1.040
8 H -2.266 1.461 0.912  N4 1.009

Model Q:
Formula: C2H2N2OS
Source: OMol25
Level of theory: wB97M-V/def2-TZVPD

The calculation puts the gap between HOMO and LUMO at 10.39 eV. The structure (SMILES) is N=C=O.N=C=S.

Last columns: bonded neighbours and bond lengths (Å).
CARTESIAN COORDINATES (ANGSTROEM)
1 C -4.025 0.547 -0.012  N3 1.235, S6 1.545
2 C 1.347 -0.026 0.168  N4 1.209, O5 1.143
3 N -4.125 1.778 -0.025  C1 1.235, H8 0.956
4 N 0.234 -0.462 0.348  C2 1.209, H7 0.975
5 O 2.310 0.321 -0.343  C2 1.143
6 S -3.733 -0.962 -0.175  C1 1.545
7 H -0.259 -0.953 1.031  N4 0.975
8 H -4.678 2.518 0.220  N3 0.956

Stability ranking, top and bottom: model Q is the most stable and model P is the least stable.